{
  "formula": "C31H47F5INO13",
  "method": "ωB97M-V/def2-TZVPD",
  "e_tot_ev": -82706.4857,
  "orbital_gap_ev": 9.5,
  "charge": 0,
  "e_homo_ha": -0.333,
  "smiles": "CCN[C@@](CCO)(CCCI)OC(=O)C(F)(F)C(F)(F)F.O=C1CCCO1.O=C1CCCO1.O=C1CCCO1.O=C1CCCO1.O=C1CCCO1",
  "max_force_ha_per_bohr": 0.028,
  "symbols": ["C", "C", "N", "C", "C", "C", "O", "C", "C", "C", "I", "O", "C", "O", "C", "F", "F", "C", "F", "F", "F", "H", "H", "H", "H", "H", "H", "H", "H", "H", "H", "H", "H", "H", "H", "H", "H", "H", "O", "C", "C", "C", "C", "O", "H", "H", "H", "H", "H", "H", "O", "C", "C", "C", "C", "O", "H", "H", "H", "H", "H", "H", "O", "C", "C", "C", "C", "O", "H", "H", "H", "H", "H", "H", "O", "C", "C", "C", "C", "O", "H", "H", "H", "H", "H", "H", "O", "C", "C", "C", "C", "O", "H", "H", "H", "H", "H", "H"],
  "coordinates": [[3.59951, -0.68356, 2.25839], [2.25210, -0.56664, 2.96768], [1.10605, -0.39396, 2.07746], [0.82638, 0.90392, 1.54120], [1.65964, 1.21309, 0.29156], [1.44835, 0.26212, -0.88066], [2.14806, -0.97051, -0.75066], [-0.67612, 0.93450, 1.16384], [-1.57117, 1.35310, 2.33038], [-3.03739, 1.00746, 2.07164], [-3.99980, 2.52188, 0.90999], [0.99792, 1.95934, 2.56821], [2.01881, 2.81294, 2.52311], [3.07755, 2.65265, 3.04837], [1.75158, 4.16653, 1.82315], [0.49795, 4.25328, 1.35232], [2.61289, 4.27793, 0.77769], [1.99852, 5.37859, 2.75035], [1.23281, 5.27218, 3.83386], [1.66566, 6.49504, 2.10491], [3.26054, 5.48137, 3.12226], [3.50086, -1.25596, 1.33934], [4.29089, -1.19761, 2.92899], [4.03934, 0.28922, 2.03804], [2.30757, 0.20018, 3.74570], [2.08915, -1.51511, 3.48409], [0.27313, -0.80631, 2.47237], [1.36363, 2.20663, -0.05548], [2.73206, 1.23749, 0.49412], [1.82197, 0.77583, -1.76972], [0.39553, 0.05114, -1.07145], [2.82653, -1.00033, -1.43395], [-0.94547, -0.06799, 0.83287], [-0.82557, 1.65216, 0.35604], [-1.48631, 2.42416, 2.49093], [-1.26660, 0.87285, 3.26510], [-3.12278, 0.08854, 1.49466], [-3.59470, 0.86413, 2.99249], [2.83061, -1.22695, -4.57482], [1.64099, -1.38211, -4.59830], [0.77684, -1.82761, -5.75511], [-0.62848, -1.44380, -5.29214], [-0.49172, -1.54833, -3.77638], [0.87804, -1.20025, -3.49794], [0.89098, -2.90261, -5.87938], [1.08025, -1.32822, -6.67019], [-1.41865, -2.07531, -5.69191], [-0.84445, -0.41268, -5.57550], [-0.66497, -2.56340, -3.41290], [-1.13993, -0.86375, -3.23401], [-2.07610, 4.47180, 3.38916], [-3.03912, 4.98992, 3.87878], [-3.26660, 6.46292, 4.15535], [-4.44136, 6.43664, 5.13347], [-5.16336, 5.16430, 4.72483], [-4.12443, 4.27807, 4.26041], [-3.51273, 6.95504, 3.21239], [-2.36717, 6.90932, 4.57061], [-5.07633, 7.31943, 5.09144], [-4.07496, 6.33391, 6.14788], [-5.86761, 5.32233, 3.90485], [-5.68333, 4.68851, 5.55229], [2.81768, -3.99434, -6.72648], [3.19504, -4.62485, -5.78074], [3.91476, -4.12111, -4.54586], [4.47153, -5.40572, -3.93394], [3.45053, -6.43829, -4.39370], [2.98087, -5.96127, -5.66841], [3.18662, -3.63874, -3.89508], [4.68217, -3.40373, -4.81786], [4.58113, -5.37341, -2.85216], [5.44810, -5.62872, -4.36599], [2.59513, -6.50337, -3.71802], [3.86815, -7.43268, -4.53057], [-4.89173, 5.54960, 8.05968], [-4.38168, 4.64599, 8.65926], [-3.00777, 4.04377, 8.43238], [-3.09580, 2.71840, 9.18578], [-4.10876, 3.04762, 10.27593], [-4.99168, 4.02076, 9.68810], [-2.26481, 4.71690, 8.86360], [-2.81514, 3.92414, 7.36880], [-2.14627, 2.36275, 9.57944], [-3.49887, 1.94787, 8.52744], [-3.64240, 3.49704, 11.15491], [-4.70006, 2.19132, 10.58965], [-1.81677, -6.15620, -10.08626], [-0.71066, -6.44149, -9.73082], [0.13789, -7.61615, -10.18511], [1.22396, -7.68014, -9.11328], [1.31525, -6.22487, -8.66899], [-0.01865, -5.70229, -8.83512], [0.54329, -7.38238, -11.17089], [-0.46630, -8.51684, -10.24703], [2.17481, -8.07827, -9.46193], [0.88318, -8.29879, -8.28132], [1.99323, -5.63996, -9.29319], [1.60846, -6.11000, -7.63420]],
  "forces_ev_per_a": [[0.0, 0.1, 0.2], [0.2, -0.5, 0.0], [0.1, 0.5, 0.2], [-0.7, -1.0, -0.8], [0.1, 0.2, 0.2], [0.4, -0.1, -0.4], [0.1, 0.0, 0.2], [0.3, 0.4, 0.6], [-0.3, 0.0, -0.1], [0.4, -0.3, 0.1], [-0.1, -0.1, -0.1], [0.2, 0.4, -0.2], [-0.1, -0.1, 0.3], [0.2, -0.1, 0.0], [0.1, 0.0, -0.1], [0.0, 0.0, 0.0], [-0.1, 0.0, 0.0], [-0.3, 0.0, -0.2], [-0.1, -0.1, 0.2], [-0.1, 0.2, -0.1], [0.3, -0.1, 0.1], [0.0, 0.0, 0.0], [0.1, 0.0, 0.0], [0.0, 0.0, -0.1], [-0.1, 0.1, -0.1], [-0.1, 0.0, 0.0], [0.0, 0.1, 0.1], [0.0, 0.0, 0.0], [0.0, 0.0, 0.2], [-0.1, 0.1, 0.0], [-0.1, 0.0, 0.2], [-0.2, 0.0, 0.0], [0.0, 0.0, -0.2], [-0.1, -0.2, -0.2], [0.1, 0.0, 0.2], [0.1, -0.1, 0.0], [-0.1, 0.0, -0.1], [-0.1, 0.3, 0.0], [-0.1, 0.1, 0.2], [0.2, -0.2, -0.2], [-0.4, 0.4, 0.1], [0.1, 0.0, 0.0], [-0.1, 0.0, -0.1], [-0.1, 0.0, 0.0], [0.1, 0.0, -0.1], [0.2, -0.2, 0.0], [0.0, 0.0, 0.0], [0.0, 0.0, 0.0], [0.0, 0.0, 0.0], [0.1, 0.0, 0.1], [0.0, 0.0, 0.1], [0.1, 0.1, -0.2], [-0.2, -0.1, 0.3], [0.2, 0.2, -0.3], [-0.1, 0.1, 0.1], [0.0, 0.0, 0.1], [0.1, 0.0, 0.0], [0.1, 0.0, -0.2], [0.0, 0.0, 0.0], [0.0, 0.0, 0.1], [0.0, 0.0, 0.0], [0.1, -0.1, 0.0], [0.1, -0.3, 0.0], [0.0, 0.3, 0.1], [0.3, -0.5, 0.0], [0.0, 0.1, 0.0], [0.1, 0.0, 0.1], [0.0, 0.0, -0.1], [0.0, 0.1, 0.0], [-0.2, 0.2, 0.0], [-0.1, 0.0, 0.0], [0.0, 0.0, 0.0], [0.0, 0.0, 0.0], [0.0, 0.0, -0.1], [-0.1, -0.1, 0.2], [0.1, 0.2, -0.1], [-0.1, -0.3, 0.0], [0.0, 0.0, -0.1], [0.1, -0.1, 0.0], [0.0, 0.0, 0.0], [0.0, 0.0, 0.0], [0.0, 0.2, 0.0], [0.0, 0.0, 0.0], [0.0, 0.0, 0.0], [0.0, 0.0, 0.0], [-0.1, 0.1, 0.0], [0.0, 0.0, 0.1], [0.0, 0.0, -0.2], [0.1, -0.1, 0.3], [-0.1, 0.0, -0.1], [0.0, -0.1, -0.1], [0.0, 0.0, 0.0], [0.0, 0.0, 0.0], [-0.1, 0.0, -0.2], [0.0, 0.0, 0.0], [0.0, 0.0, 0.0], [0.0, 0.0, 0.0], [-0.1, 0.1, 0.0]],
  "lowdin_charge": [-0.08, -0.23, 0.04, -0.42, -0.08, -0.23, -0.07, -0.13, -0.31, -0.62, 0.79, 0.06, -0.40, 0.20, -0.35, 0.16, 0.14, -0.57, 0.18, 0.18, 0.20, 0.06, 0.07, 0.06, 0.10, 0.11, 0.12, 0.12, 0.12, 0.12, 0.11, 0.08, 0.12, 0.12, 0.06, 0.12, 0.03, 0.04, 0.11, -0.48, -0.07, -0.14, -0.14, 0.00, 0.11, 0.13, 0.12, 0.12, 0.13, 0.12, 0.09, -0.50, -0.06, -0.15, -0.15, -0.01, 0.13, 0.12, 0.12, 0.09, 0.13, 0.12, 0.12, -0.47, -0.07, -0.14, -0.15, 0.00, 0.12, 0.13, 0.12, 0.12, 0.13, 0.12, 0.11, -0.47, -0.07, -0.15, -0.15, 0.03, 0.13, 0.12, 0.12, 0.12, 0.13, 0.12, 0.12, -0.49, -0.08, -0.15, -0.15, 0.03, 0.13, 0.12, 0.11, 0.12, 0.13, 0.09]
}

=====

{
  "formula": "C20H57ClNO13",
  "method": "ωB97M-V/def2-TZVPD",
  "e_tot_ev": -62287.0947,
  "orbital_gap_ev": 8.8,
  "charge": -1,
  "e_homo_ha": -0.234,
  "max_force_ha_per_bohr": 0.032,
  "symbols": ["Cl", "O", "O", "O", "O", "C", "C", "C", "C", "C", "C", "N", "O", "C", "C", "C", "H", "H", "H", "H", "H", "H", "H", "H", "H", "H", "H", "H", "H", "H", "H", "H", "H", "H", "H", "C", "C", "O", "H", "H", "H", "H", "H", "H", "C", "C", "O", "H", "H", "H", "H", "H", "H", "C", "C", "O", "H", "H", "H", "H", "H", "H", "C", "O", "H", "H", "H", "H", "C", "O", "H", "H", "H", "H", "C", "O", "H", "H", "H", "H", "C", "O", "H", "H", "H", "H", "C", "O", "H", "H", "H", "H"],
  "coordinates": [[-1.05793, 0.62730, -0.43450], [-0.15535, 1.72973, -0.55906], [-2.26970, 1.03374, 0.26545], [-1.40284, 0.08460, -1.72292], [-0.46237, -0.42587, 0.37950], [2.22036, -1.70132, 2.16695], [3.50563, -1.21833, 1.46450], [4.66182, -2.15944, 1.76332], [4.58938, -3.45203, 0.96039], [4.50345, -3.15938, -0.52801], [3.34411, -2.22607, -0.87299], [3.38721, -1.07790, 0.01460], [2.38720, -0.13790, -0.32748], [3.58625, -1.72753, -2.30043], [2.01006, -3.01572, -0.87954], [3.86745, 0.15597, 2.03422], [1.37193, -1.05345, 1.94555], [2.37569, -1.71583, 3.24683], [1.97055, -2.72042, 1.86817], [5.59816, -1.66173, 1.48796], [4.70175, -2.39978, 2.82697], [3.72483, -4.04973, 1.27539], [5.45045, -4.09347, 1.17033], [4.36087, -4.10662, -1.05238], [5.44706, -2.70504, -0.84286], [3.76760, -2.56503, -2.97653], [2.72991, -1.17247, -2.68611], [4.44138, -1.04906, -2.32521], [1.97525, -3.73126, -0.05921], [1.18643, -2.30396, -0.77975], [1.88117, -3.49935, -1.84433], [3.08005, 0.90449, 1.99535], [4.75357, 0.56186, 1.53803], [4.18545, 0.01985, 3.07569], [1.57714, -0.41058, 0.13603], [-1.38257, 3.63188, 2.67198], [-1.45227, 4.33288, 1.33511], [-2.60084, 3.92234, 0.61514], [-0.69273, 4.05634, 3.40552], [-1.11083, 2.58103, 2.54162], [-2.36787, 3.61825, 3.14572], [-0.55011, 4.14100, 0.74726], [-1.49168, 5.41982, 1.44993], [-2.42914, 2.99318, 0.40854], [-1.58756, -4.68963, -3.63418], [-0.85391, -3.69183, -2.76997], [-1.84887, -2.99334, -2.00525], [-0.90211, -5.32230, -4.20530], [-2.24813, -4.18076, -4.33716], [-2.17441, -5.36908, -3.01595], [-0.26775, -2.94910, -3.31270], [-0.23824, -4.24754, -2.05513], [-1.46115, -2.17608, -1.66934], [-5.74048, 1.95293, -0.13441], [-5.73213, 1.97237, 1.38418], [-6.28673, 0.78981, 1.93695], [-5.45198, 2.91403, -0.55821], [-6.74386, 1.69186, -0.48280], [-5.08336, 1.15493, -0.48497], [-6.32758, 2.79861, 1.77476], [-4.69903, 2.10816, 1.73123], [-5.69522, 0.05968, 1.69894], [2.12106, 3.79157, 0.62436], [3.51348, 3.93290, 0.90564], [1.67991, 4.76862, 0.41778], [1.93272, 3.12248, -0.21377], [1.59685, 3.37765, 1.49056], [3.98404, 3.33611, 0.31983], [-2.06038, 0.13644, 3.72525], [-2.44500, 0.38269, 5.06405], [-0.97560, 0.12393, 3.56585], [-2.40389, -0.85623, 3.41166], [-2.51784, 0.83241, 3.03030], [-2.15805, -0.36593, 5.59108], [1.45044, 1.31931, -3.46898], [1.78463, 0.81815, -4.77134], [1.76492, 2.36239, -3.46745], [0.36774, 1.29775, -3.34361], [1.92954, 0.80271, -2.63712], [1.23826, 0.05046, -4.95443], [-1.41827, 3.86848, -2.95951], [-2.01469, 2.65129, -3.34400], [-1.91742, 4.66803, -3.51728], [-1.52627, 4.07716, -1.89358], [-0.35899, 3.92204, -3.24184], [-1.92053, 2.00987, -2.63215], [-3.56006, -2.10954, 1.12561], [-4.21996, -0.86844, 1.30824], [-4.28011, -2.91593, 0.99025], [-2.91335, -2.07636, 0.24878], [-2.94530, -2.37996, 1.99162], [-3.60135, -0.17776, 1.02882]],
  "forces_ev_per_a": [[0.0, -1.1, 1.2], [-0.2, 0.2, -0.1], [0.0, 0.5, -0.3], [0.0, 0.2, -0.2], [0.2, 0.2, -0.4], [0.2, -0.3, -0.2], [-0.4, 0.5, 0.3], [0.4, -0.5, -0.4], [-0.2, -0.3, 0.2], [0.1, -0.1, 0.5], [-0.2, -0.6, -0.7], [0.5, 0.5, -0.1], [0.2, -0.2, 0.2], [-0.1, 0.4, -0.1], [0.3, 0.7, 0.2], [0.7, 0.0, 0.4], [0.0, 0.0, 0.1], [0.0, 0.1, 0.0], [-0.1, 0.1, 0.0], [0.0, 0.1, 0.1], [-0.1, 0.2, 0.1], [0.0, 0.1, 0.0], [0.1, 0.1, 0.0], [0.1, 0.1, -0.3], [0.0, 0.0, -0.1], [0.0, -0.1, 0.1], [0.0, -0.1, 0.1], [0.0, -0.1, 0.0], [-0.2, -0.1, -0.1], [-0.1, -0.2, 0.1], [0.1, -0.3, 0.1], [-0.1, -0.1, -0.1], [-0.2, -0.1, -0.2], [-0.3, 0.1, 0.0], [-0.2, 0.1, -0.2], [-0.1, -0.5, 0.5], [0.2, 0.4, 0.0], [0.2, 0.0, -0.1], [0.1, 0.2, -0.3], [0.1, 0.1, -0.1], [0.0, 0.2, -0.1], [0.0, -0.1, 0.0], [-0.3, 0.0, 0.1], [-0.4, -0.1, -0.1], [0.1, -0.1, -0.4], [-0.8, 0.0, 1.0], [0.1, -0.1, -0.2], [0.1, 0.2, 0.0], [-0.1, 0.0, 0.1], [-0.1, 0.2, 0.1], [0.2, -0.3, -0.3], [0.4, 0.1, -0.2], [-0.1, 0.1, -0.1], [-0.4, -0.3, 0.1], [0.1, -0.1, 0.0], [-0.2, 0.1, 0.0], [0.2, 0.0, 0.0], [0.0, 0.1, 0.0], [0.1, 0.2, -0.1], [0.0, 0.1, 0.0], [-0.1, 0.1, 0.1], [0.0, -0.1, 0.1], [-0.1, -0.1, 0.2], [-0.1, 0.0, -0.1], [0.1, 0.0, -0.1], [0.0, 0.0, 0.0], [0.1, 0.0, 0.0], [0.0, 0.0, 0.1], [0.1, -1.1, -0.5], [0.0, 0.4, 0.1], [0.0, 0.3, 0.2], [-0.1, 0.1, 0.0], [-0.1, 0.3, 0.3], [0.0, 0.0, 0.0], [-0.4, 0.3, -0.5], [0.3, -0.1, 0.2], [0.0, 0.0, 0.1], [0.0, 0.0, 0.2], [0.1, -0.2, -0.1], [0.0, 0.0, 0.1], [0.0, 0.5, -0.2], [-0.1, -0.1, 0.0], [0.0, -0.1, 0.1], [0.0, 0.0, 0.0], [0.0, -0.2, 0.2], [0.1, -0.1, -0.1], [0.3, -0.2, 0.0], [0.2, -0.2, 0.0], [-0.2, 0.2, -0.1], [0.0, -0.1, 0.0], [0.0, 0.1, 0.0], [0.0, 0.0, 0.0]],
  "lowdin_charge": [0.70, -0.30, -0.36, -0.32, -0.35, -0.01, -0.52, -0.14, -0.19, -0.14, -0.52, -0.09, -0.03, -0.03, -0.02, -0.03, 0.06, 0.09, 0.07, 0.12, 0.12, 0.10, 0.11, 0.12, 0.12, 0.09, 0.06, 0.09, 0.07, 0.08, 0.07, 0.08, 0.09, 0.09, 0.04, -0.08, -0.32, -0.09, 0.07, 0.05, 0.08, 0.07, 0.11, 0.02, -0.09, -0.32, -0.09, 0.07, 0.07, 0.07, 0.11, 0.09, 0.03, -0.08, -0.33, -0.10, 0.07, 0.07, 0.06, 0.11, 0.09, 0.03, -0.16, -0.13, 0.07, 0.07, 0.07, 0.07, -0.16, -0.11, 0.08, 0.06, 0.06, 0.07, -0.14, -0.13, 0.08, 0.06, 0.05, 0.06, -0.17, -0.12, 0.08, 0.07, 0.07, 0.02, -0.12, -0.14, 0.08, 0.06, 0.07, 0.03]
}